This record from the Open Molecules 2025 dataset describes 7 unconnected molecules or ions with the total composition C35H75N4O30PS6 at a distorted geometry. The level of theory is the ωB97M-V functional and the def2-TZVPD basis.

XYZ file:
```
151
Properties=species:S:1:pos:R:3:mulliken_charge:R:1
H 2.87918 3.02568 1.74019 0.16
N 2.90122 3.86943 1.16374 -0.66
C 3.53583 3.64331 0.06691 0.53
N 4.13569 2.34600 -0.15952 -0.66
N 3.65406 4.72766 -0.87273 -0.41
C 2.46255 4.80995 -1.75995 -0.11
C 1.27934 5.67127 -1.16683 -1.01
C 0.17099 4.65344 -0.62636 0.19
C -0.81646 4.36367 -1.80033 -1.47
C -1.42966 2.89254 -1.80646 1.84
C -2.07081 2.79802 -3.25252 -2.21
O -3.11315 1.83764 -3.34969 -0.26
C -3.23675 1.32292 -4.67411 0.36
C -4.49730 0.41526 -4.86454 -0.93
O -4.21355 -0.98144 -4.82658 -0.48
C -3.50970 -1.36285 -3.64471 0.51
C -4.24955 -1.00442 -2.30452 -1.06
O -0.29057 2.03264 -1.67641 -0.27
C -0.53780 0.69885 -2.11806 -0.04
P 0.19487 0.30420 -3.84057 0.02
C 1.26429 1.76083 -4.36762 -0.88
O 1.31668 -0.97357 -3.61333 -0.09
C -2.48624 2.76067 -0.65187 0.54
C -2.04481 1.79378 0.52621 -1.73
C -0.90886 2.35323 1.45136 0.73
C -0.86599 1.45556 2.75765 -0.78
C -0.60766 -0.07345 2.38298 0.03
C 0.40165 -0.76160 3.38512 -0.71
C 0.48975 -2.31274 3.18081 -0.61
C 1.91951 -2.87230 3.51641 -0.62
C 1.97625 -4.43122 3.42556 0.28
O 3.28034 -4.82896 2.93650 -0.37
C 3.37878 -6.24966 2.90725 -0.56
N -2.81613 4.07355 -0.00213 0.04
O -3.94630 4.58121 -0.69778 -0.59
H 4.22247 1.81256 0.69949 0.30
H 3.56765 1.76979 -0.78167 0.22
H 4.42991 4.48660 -1.49667 0.36
H 2.06062 3.77373 -1.89919 -0.19
H 2.69393 5.23359 -2.76943 0.38
H 0.77873 6.27968 -1.96482 0.31
H 1.60843 6.35486 -0.34893 0.45
H 0.73286 3.77866 -0.24466 -0.45
H -0.41039 5.09837 0.21292 0.39
H -1.60710 5.13800 -1.94247 0.28
H -0.20955 4.40229 -2.74770 0.67
H -2.54043 3.80953 -3.41664 0.57
H -1.28620 2.71348 -4.05144 0.29
H -2.32565 0.70209 -4.89476 -0.16
H -3.23455 2.18029 -5.39038 0.43
H -5.30788 0.71237 -4.14730 0.31
H -4.92304 0.61636 -5.88164 0.42
H -2.44389 -1.00890 -3.61876 -0.41
H -3.44486 -2.48319 -3.66588 0.49
H -4.41093 0.09019 -2.17257 0.09
H -3.63320 -1.35091 -1.43381 0.36
H -5.24888 -1.50344 -2.26312 0.34
H -1.59900 0.36598 -2.03409 -0.22
H 0.04323 0.02674 -1.41625 0.33
H 1.40592 2.51194 -3.54421 0.04
H 2.24957 1.37905 -4.73491 0.48
H 0.77697 2.33184 -5.19955 0.30
H 1.99072 -0.69514 -2.97359 0.01
H -3.48372 2.36445 -0.98801 0.70
H -2.96148 1.69594 1.17704 0.55
H -1.83933 0.75212 0.17292 0.49
H 0.06563 2.14985 0.93694 -0.45
H -1.03354 3.41893 1.73697 0.47
H -0.00502 1.73962 3.41913 0.49
H -1.83145 1.49283 3.31981 -0.15
H -0.23377 -0.10632 1.33009 -0.17
H -1.57433 -0.63744 2.39911 0.33
H 1.39958 -0.29349 3.17196 0.28
H 0.05992 -0.50870 4.42036 0.34
H -0.21595 -2.80239 3.90702 0.22
H 0.18178 -2.66238 2.16889 0.38
H 2.63621 -2.46553 2.76330 0.30
H 2.24135 -2.55789 4.53514 0.24
H 1.85334 -4.93129 4.42303 -0.25
H 1.22482 -4.85152 2.71186 0.37
H 3.70807 -6.63732 1.91477 0.23
H 2.41085 -6.76142 3.14010 0.26
H 4.12040 -6.63897 3.65954 0.15
H -3.14710 3.86532 0.94599 -0.24
H -4.69785 4.67552 -0.09835 0.33
O 1.92397 -5.28579 -0.77197 -0.54
S 3.20057 -4.92714 -1.30282 1.19
O 4.41905 -5.50278 -0.83390 -0.57
O 3.33475 -3.31569 -1.25288 -0.22
C 3.56359 -2.80988 -2.57025 0.14
C 2.89286 -3.80346 -3.50054 -0.28
O 3.14696 -5.08232 -2.91220 -0.35
H 4.64263 -2.77424 -2.73985 0.35
H 3.14858 -1.80984 -2.66892 -0.25
H 3.29113 -3.76115 -4.51198 0.33
H 1.81118 -3.65010 -3.52920 0.25
O -0.79170 7.37793 -6.43266 -0.61
S -1.35384 7.12192 -5.14539 0.93
O -0.98602 5.99053 -4.35554 -0.25
O -2.96475 7.15922 -5.27920 -0.35
C -3.49937 8.15329 -4.40073 -0.26
C -2.40511 9.19791 -4.27202 -0.39
O -1.18724 8.45002 -4.23801 -0.34
H -3.71091 7.68083 -3.43811 0.23
H -4.41888 8.56660 -4.81100 0.33
H -2.50912 9.80067 -3.37230 0.33
H -2.37733 9.85238 -5.14714 0.30
O -0.24371 -7.73053 5.63454 -0.59
S 1.03259 -7.35952 6.15568 1.08
O 1.49163 -6.00538 6.18239 -0.55
O 2.15657 -8.27363 5.43342 -0.26
C 2.88742 -9.00659 6.42126 -0.02
C 1.91699 -9.20054 7.57166 -0.42
O 1.18168 -7.97646 7.64177 -0.31
H 3.74694 -8.40418 6.72581 -0.01
H 3.23471 -9.95392 6.01302 0.32
H 2.42303 -9.39894 8.51411 0.34
H 1.21084 -10.00810 7.36115 0.32
O 4.25003 -6.54932 9.71134 -0.53
S 5.52674 -6.22326 9.15852 1.09
O 6.74307 -6.80442 9.62613 -0.54
O 5.68271 -4.61428 9.16490 -0.32
C 5.90194 -4.14275 7.83179 -0.36
C 5.20954 -5.15222 6.93480 -0.14
O 5.45239 -6.41967 7.55067 -0.28
H 6.97917 -4.12463 7.64897 0.31
H 5.49794 -3.13929 7.71277 0.31
H 5.59716 -5.13806 5.91806 0.30
H 4.12875 -4.98808 6.91315 0.16
O 0.65075 -0.54085 -8.59310 -0.54
S -0.73712 -0.73920 -8.86890 1.08
O -1.37531 -0.19607 -10.02445 -0.57
O -1.57899 -0.31045 -7.55753 -0.19
C -2.35949 -1.42059 -7.09878 0.34
C -1.58255 -2.65234 -7.52440 -0.38
O -1.05023 -2.32550 -8.81191 -0.34
H -3.33468 -1.37903 -7.58981 0.20
H -2.49539 -1.36998 -6.02548 -0.25
H -2.20937 -3.53981 -7.58281 0.33
H -0.74373 -2.84319 -6.84948 0.31
O -3.21893 5.01475 2.75746 -0.48
S -4.51291 4.51070 3.08946 1.22
O -5.66987 4.78166 2.29597 -0.59
O -4.82743 4.90175 4.62429 -0.33
C -5.07781 3.71509 5.38382 -0.43
C -4.27643 2.62632 4.69310 -0.35
O -4.40131 2.91137 3.29622 -0.18
H -6.14913 3.50386 5.34443 0.31
H -4.77466 3.85692 6.41932 0.31
H -4.65048 1.62912 4.91529 0.40
H -3.21763 2.68495 4.95829 0.26
```

E_tot   -6584.95987 a.u.
Kohn-Sham gap   8.485 eV
Net charge   0
SMILES string   [H]/N=C(\N)NCCCC[C@@](COCCOCC)(OCP(C)O)[C@@H](CCCCCCCCOC)NO.O=S1(=O)OCCO1.O=S1(=O)OCCO1.O=S1(=O)OCCO1.O=S1(=O)OCCO1.O=S1(=O)OCCO1.O=S1(=O)OCCO1
Spin multiplicity   1